Record 1
15
Properties=species:S:1:pos:R:3:forces:R:3:nbo_charge:R:1 method="wB97M-V/def2-TZVPD" total_energy_ha=-233.6233 smiles=COC(C)C
C 1.821141 -0.490170 -0.761999 0.2 0.0 -0.2 -0.25
O 0.985184 -0.453261 0.369347 0.0 0.0 0.0 -0.55
C -0.163951 0.365471 0.238326 -0.2 0.2 0.0 0.11
C -1.133738 -0.141507 -0.826072 0.0 0.0 -0.1 -0.64
C -0.807028 0.406603 1.613902 0.0 0.0 0.0 -0.62
H 2.861056 -0.468329 -0.416199 -0.2 -0.1 -0.1 0.19
H 1.661832 0.375596 -1.422492 0.0 -0.1 0.1 0.17
H 1.662492 -1.406145 -1.349373 0.0 0.2 0.1 0.17
H 0.163354 1.383331 -0.042606 0.0 -0.1 0.0 0.15
H -1.490550 -1.145452 -0.570777 0.1 0.1 0.0 0.21
H -0.662372 -0.184351 -1.814050 -0.1 0.0 0.1 0.21
H -1.999144 0.527388 -0.897025 0.1 -0.1 0.0 0.21
H -1.662013 1.089975 1.625108 0.1 -0.1 0.0 0.21
H -0.079240 0.733919 2.361425 -0.1 0.0 -0.1 0.22
H -1.157027 -0.593063 1.892487 0.0 0.1 0.0 0.21

Record 2
10
Properties=species:S:1:pos:R:3:forces:R:3:nbo_charge:R:1 method="wB97M-V/def2-TZVPD" total_charge=-2 total_energy_ha=-919.8175
C -0.501620 -1.438431 1.220961 -0.3 -0.5 0.5 0.44
N 0.035277 -2.193651 1.902086 0.4 -0.5 0.1 -0.42
N -1.109612 -0.450742 0.585543 -0.4 3.0 -0.4 0.00
N -2.343557 -0.629332 0.127686 -2.0 -1.4 -1.8 0.59
O -3.079880 0.306884 -0.214951 1.4 -0.2 0.9 -0.45
O 3.035526 3.005432 -1.381128 -0.7 -0.3 0.5 -1.17
O -2.664951 -1.813285 -0.080009 -0.2 -0.8 0.3 -0.54
O 4.339223 0.907358 -1.745582 -1.9 0.0 1.0 -1.19
O -0.743014 0.796069 0.729413 0.9 0.3 0.5 -0.63
P 3.032608 1.509698 -1.144019 2.9 0.4 -1.6 1.36

Number 1: LUMO energy 1.2 eV. Number 2: LUMO energy 6.2 eV.